ORCA calculation (ωB97M-V with the def2-TZVPD basis set) on C68H66FGe2IrP3 as an isolated structure.

The calculation puts the gap between HOMO and LUMO (spin up / spin down) at 7.3 / 4.2 eV. Its charge is +4. The value obtained for the LUMO energy (spin up / spin down) is -0.362 / -0.501 Eh. The spin multiplicity is 6. The HOMO energy (spin up / spin down) comes out at -17.192 / -17.864 eV.

CARTESIAN COORDINATES (ANGSTROEM)
Ir1 0.059907 0.024766 0.388545
F1 -4.620684 0.197120 3.036484
Ge1 -2.931500 0.138893 2.561984
C1 -2.920488 -1.810433 2.199768
C2 -3.642493 -2.438735 3.210258
C3 -3.747938 -3.823168 3.233023
C4 -3.122650 -4.579220 2.253231
C5 -2.411431 -3.955041 1.239650
C6 -2.305560 -2.559013 1.196561
P1 -1.543284 -1.750869 -0.229629
C7 -2.947004 -1.315941 -1.313916
C8 -2.664146 -1.068879 -2.669634
C9 -3.687334 -0.875015 -3.580017
C10 -5.013612 -0.878516 -3.141175
C11 -5.301477 -1.102600 -1.788351
C12 -4.275874 -1.320723 -0.878546
C13 -0.709714 -3.144990 -1.014740
C14 -1.247391 -3.856046 -2.084387
C15 -0.665475 -5.059316 -2.468614
C16 0.431784 -5.559421 -1.778647
C17 0.956484 -4.858780 -0.697309
C18 0.391236 -3.650259 -0.319418
C19 -1.991028 -0.054066 4.280437
C20 -2.657498 -0.006928 5.489892
C21 -1.967025 -0.298566 6.737959
C22 -0.622615 -0.650498 6.745461
C23 0.052393 -0.703271 5.549566
C24 -0.644278 -0.413874 4.278672
P2 0.439485 -0.441342 2.792939
C25 1.184286 -2.073310 2.928148
C26 2.517048 -2.305004 2.585062
C27 3.053432 -3.574585 2.744933
C28 2.262167 -4.618344 3.221318
C29 0.924111 -4.401103 3.519528
C30 0.378224 -3.133162 3.369298
C31 1.501591 0.834572 3.510903
C32 2.692423 0.583987 4.208849
C33 3.386592 1.641123 4.773197
C34 2.894512 2.942998 4.673970
C35 1.694613 3.195807 4.008219
C36 0.998741 2.149352 3.431520
C37 -2.747426 2.087217 2.247768
C38 -3.520918 2.677283 3.246998
C39 -3.492937 4.050983 3.461251
C40 -2.652803 4.840269 2.697083
C41 -1.892920 4.262286 1.690985
C42 -1.947837 2.886002 1.419755
P3 -1.080494 2.241704 -0.051657
C43 -0.037545 3.582919 -0.677100
C44 -0.607050 4.779874 -1.149200
C45 0.206061 5.827103 -1.543316
C46 1.592040 5.695854 -1.488112
C47 2.159552 4.495828 -1.083413
C48 1.344827 3.442717 -0.684469
C49 -2.436454 2.307942 -1.311999
C50 -2.121113 2.673527 -2.695213
C51 -3.112569 2.952940 -3.605954
C52 -4.437639 2.877095 -3.195246
C53 -4.765586 2.469518 -1.839624
C54 -3.767039 2.176038 -0.931466
H1 -4.142642 -1.861180 3.977685
H2 -4.319735 -4.304856 4.018172
H3 -3.195421 -5.660476 2.269433
H4 -1.954140 -4.565843 0.474241
H5 -1.641258 -1.103087 -3.021398
H6 -3.461082 -0.744054 -4.633126
H7 -5.822979 -0.751736 -3.855766
H8 -6.332800 -1.149945 -1.451946
H9 -4.530226 -1.556578 0.144862
H10 -2.130119 -3.497243 -2.601523
H11 -1.088840 -5.620193 -3.295311
H12 0.869600 -6.507137 -2.075099
H13 1.799049 -5.261595 -0.145031
H14 0.763953 -3.127945 0.559705
H15 -3.712791 0.246162 5.520670
H16 -2.510609 -0.232104 7.674974
H17 -0.114038 -0.876006 7.672414
H18 1.099595 -0.978129 5.543479
H19 3.136118 -1.502692 2.195784
H20 4.095178 -3.751573 2.503768
H21 2.692074 -5.603859 3.357619
H22 0.303272 -5.217269 3.875960
H23 -0.675709 -2.974079 3.590334
H24 3.080142 -0.421336 4.309352
H25 4.313527 1.450978 5.303697
H26 3.444460 3.761761 5.127133
H27 1.305780 4.205963 3.947845
H28 0.063988 2.340344 2.914701
H29 -4.167977 2.071938 3.867610
H30 -4.115095 4.487670 4.236271
H31 -2.591279 5.909259 2.869721
H32 -1.241103 4.902117 1.122984
H33 -1.685359 4.892197 -1.222468
H34 -0.240785 6.751531 -1.890270
H35 2.225516 6.529258 -1.772230
H36 3.238413 4.374947 -1.080217
H37 1.784219 2.502490 -0.394160
H38 -1.089059 2.771079 -2.998092
H39 -2.864572 3.246917 -4.618473
H40 -5.233492 3.137371 -3.888814
H41 -5.802891 2.447674 -1.519517
H42 -4.029112 1.907693 0.079340
C55 2.592693 3.012996 -6.522862
C56 2.806735 2.853527 -5.018003
C57 2.183605 1.560528 -4.482977
C58 2.372859 1.450125 -2.964340
Ge2 1.044490 0.127455 -2.414590
C59 1.034438 -1.491224 -3.533756
C60 2.170597 -2.504826 -3.501066
C61 3.540355 -1.918970 -3.832693
C62 4.649556 -2.965193 -3.768235
H43 3.060803 3.928734 -6.878374
H44 1.531095 3.080535 -6.774877
H45 3.025123 2.179614 -7.079182
H46 2.384028 3.706967 -4.478332
H47 3.877500 2.834175 -4.799772
H48 2.641299 0.707350 -4.985908
H49 1.115352 1.561968 -4.754021
H50 2.146247 2.388142 -2.467007
H51 3.379892 1.140731 -2.681698
H52 -0.328729 0.783690 -2.756975
H53 1.009870 -0.968186 -4.503577
H54 0.067020 -1.963540 -3.377443
H55 1.933413 -3.276433 -4.240647
H56 2.199849 -3.024821 -2.542527
H57 3.763332 -1.098516 -3.140853
H58 3.514728 -1.482457 -4.836112
H59 4.696632 -3.447279 -2.784593
H60 5.624202 -2.523096 -3.980946
H61 4.486262 -3.755242 -4.505438
C63 4.886999 -0.432230 -0.114564
C64 4.368814 0.684611 0.547138
C65 3.001930 0.849210 0.695134
C66 2.112372 -0.102682 0.171226
C67 2.646177 -1.229936 -0.484911
C68 4.024138 -1.393066 -0.616850
H62 5.958513 -0.550497 -0.229296
H63 5.038366 1.429347 0.967285
H64 2.649581 1.709180 1.247614
H65 1.995354 -2.007155 -0.868413
H66 4.412006 -2.276712 -1.113903

Forces on atoms 1 to 6 (eV/Å):
Ir -0.681 0.176 0.449
F -0.148 -0.071 0.031
Ge -0.060 -0.199 0.431
C 0.168 0.519 -0.648
C -0.022 -0.246 0.031
C 0.000 0.015 0.100